Here is C23H41BrLuP2 as an isolated structure in a non-equilibrium geometry from the OMol25 dataset. Energies are from ωB97M-V/def2-TZVPD.

Properties
Net charge   +1
M   634.4 Da
Highest occupied orbital energy   -9.53 eV
ΔE to the lowest compared entry with this formula, charge and spin   0.0 kJ/mol
DFT total energy   -5392.75539 Eh
LUMO energy   -4.8453 eV

```
68
Properties=species:S:1:pos:R:3:forces:R:3:mulliken_charge:R:1
H 1.5799 -3.0057 -1.3110 0.0 -0.2 0.0 0.24
H -1.3660 -1.5878 -6.2938 -0.1 0.8 0.1 0.32
C 1.4786 1.3392 -5.2196 0.9 -1.1 -2.4 -0.79
C -1.4023 1.6906 -5.2350 -1.7 -1.1 -1.8 -0.29
C 3.0022 -0.2853 -3.1616 0.6 0.3 -1.0 -1.16
C -1.1696 -0.5050 -6.4435 -0.6 -0.2 -0.3 -0.99
C 0.5584 -0.3020 1.6550 -0.5 -1.1 -1.1 0.72
H 1.0015 3.4534 -5.3070 0.1 -0.3 0.2 0.31
C 0.8771 2.5343 -5.8964 0.3 0.5 -0.4 -1.30
H 0.0076 0.3714 -4.0315 -0.3 1.6 1.0 -0.46
H 1.5491 -0.7806 -5.0143 0.4 0.0 0.1 0.24
C -3.4849 1.0907 -2.9874 -0.9 0.4 -0.7 -1.28
H -1.2589 -2.2893 -2.7489 -0.4 0.5 0.0 -0.20
H -4.3540 0.5205 -2.6071 0.6 0.1 -0.1 0.37
H -3.0594 -1.7949 0.3883 -0.1 0.0 0.0 0.46
C 2.7493 -1.2968 0.7594 1.2 -0.1 -0.1 -1.70
C 1.1329 0.0589 -5.5386 1.4 1.3 -0.6 0.24
H 1.4755 2.7301 -6.8056 -0.2 0.0 0.2 0.36
C -0.6015 2.4033 -6.2513 0.2 0.5 -0.8 -1.50
C 1.2904 -1.1641 0.7883 -1.4 0.4 -0.1 0.62
H 2.2663 3.2131 -3.7177 0.5 0.1 0.6 0.26
P 1.9700 1.1036 -2.5733 -1.3 -0.7 2.8 0.80
H 0.6538 1.5865 2.6291 0.0 -0.1 0.1 0.30
H -1.7514 -0.2268 -7.3532 0.4 -0.2 0.5 0.40
H -0.1007 -3.5384 -1.3008 0.0 -0.1 0.0 0.39
H -1.7370 -0.3530 3.4298 0.0 0.0 -0.1 0.31
H 2.4764 1.5418 -4.8613 -0.1 -0.2 0.6 1.62
H 0.7393 -1.2656 -7.1114 -0.2 0.3 0.2 0.52
C -0.8192 -0.6154 1.5307 0.9 -0.9 -1.0 0.55
H 1.0016 -4.0844 -0.0414 -0.1 0.2 -0.1 0.31
H 0.9624 0.2008 3.6818 0.0 0.1 -0.2 0.31
H 2.3796 -1.1946 -3.3168 0.3 0.7 0.3 0.22
C 0.3588 -2.0366 0.1388 -0.3 1.4 0.0 0.39
C 0.3214 -0.3237 -6.7179 0.0 -0.1 -0.8 -1.25
H -2.3518 -3.2717 1.0056 0.2 0.1 0.0 0.30
H -2.8700 -0.4477 2.0812 0.1 0.0 0.1 0.40
H -1.1477 -1.6786 -4.4197 -0.4 -0.3 0.4 0.21
C 0.7244 -3.2167 -0.6607 0.2 -0.8 -0.5 -1.40
H 3.1053 -1.5807 -0.2323 0.1 -0.1 -0.1 0.23
H -0.7229 1.9475 -7.2395 0.0 0.0 0.3 0.30
H -3.7149 1.4453 -4.0069 -0.2 -0.1 0.5 0.51
C -0.3617 1.0273 -3.2253 0.6 -0.7 -2.2 -0.51
C -2.1817 -2.4339 0.3176 -1.0 -0.4 -0.2 -1.87
P -1.9724 0.1078 -2.9855 1.1 -0.4 4.9 0.95
C -0.9528 -1.6783 0.5901 1.1 0.7 0.1 0.73
Lu -0.0696 0.1963 -1.2258 0.4 -1.6 7.2 0.61
H -2.1862 -2.8527 -0.6877 0.0 -0.1 -0.1 0.30
H -2.7487 -2.0659 -3.7051 0.3 0.1 0.0 0.45
C 2.4990 2.8344 -2.7081 0.1 0.3 -0.5 -0.94
H -1.0353 3.4086 -6.3769 0.2 -0.2 0.2 0.56
H 3.5794 2.8956 -2.4819 -0.4 0.0 -0.2 0.44
Br -0.6955 2.4456 -0.0176 0.1 0.1 -0.6 -0.54
C 1.1158 0.5944 2.6664 0.4 0.9 0.6 -1.68
H 3.4933 -0.0149 -4.1142 0.1 -0.6 0.5 0.51
H -2.6860 -0.0059 -5.0151 0.0 0.2 0.0 0.96
H 0.4842 0.4109 -7.5172 0.0 -0.2 0.3 0.34
H -3.3668 1.9663 -2.3199 0.3 -0.6 -0.2 0.34
C -1.7501 -1.6469 -3.4998 0.1 -0.1 -0.6 -0.57
C -1.8856 -0.0775 2.3778 -0.7 0.5 0.4 -1.62
H -1.9190 1.0141 2.3306 0.0 0.0 0.1 0.28
H 3.7473 -0.5254 -2.3784 -0.4 0.3 -0.3 0.44
H 3.2463 -0.3588 1.0081 0.0 0.0 0.0 0.45
H 2.1899 0.7305 2.5343 0.0 0.0 0.1 0.39
H 3.1372 -2.0495 1.4599 -0.2 0.1 -0.1 0.30
H 1.9393 3.4343 -1.9613 0.2 -0.6 -0.3 0.30
H -0.4092 2.1307 -3.3052 0.0 -1.0 -0.5 0.79
H -1.8405 2.3617 -4.5115 -0.5 -0.2 -0.1 0.95
C -1.7083 0.3594 -5.3057 -1.7 2.0 -3.8 -1.24
```
Positions in Å, forces in eV/Å.

***

Here is a 4-piece molecular cluster, C23H41Cl2F3N3O9S3 overall in a non-equilibrium geometry from the OMol25 dataset. Energies are from ωB97M-V/def2-TZVPD.

Properties
Net charge   +1
M   727.7 Da
Highest occupied orbital energy   -11.71 eV
ΔE to the lowest compared entry with this formula, charge and spin   1349.4 kJ/mol
DFT total energy   -4156.16445 Eh
LUMO energy   -5.0008 eV

```
84
Properties=species:S:1:pos:R:3:forces:R:3:mulliken_charge:R:1
C -4.8552 -1.5876 -2.6596 2.0 -0.5 -1.9 -0.56
C 11.4330 5.2070 -0.6154 -0.2 0.3 0.2 -0.99
H 8.9745 2.0306 2.8844 -0.4 -0.1 -0.1 0.09
H -3.9941 -3.3188 -3.8834 -2.0 0.6 2.0 0.45
H -2.1083 -1.7717 3.9371 0.4 0.0 0.0 0.29
H -8.2791 1.7420 -2.5966 -0.3 -1.0 2.2 0.21
H -11.8322 -3.3768 -3.5785 2.2 2.0 -0.6 0.32
H 14.2816 4.3086 3.1184 -0.1 -0.1 0.0 0.35
C -9.7692 -2.3801 -2.6770 -0.1 1.3 -2.4 -0.40
C -1.4968 -1.8388 3.0311 -1.0 0.0 -0.4 -0.37
F -6.2982 -2.0124 0.5731 -3.5 -0.9 -4.1 -0.23
C -8.4292 1.4400 -1.4692 -0.7 0.7 0.9 -0.96
C 8.7383 0.5008 4.3634 -0.2 -0.3 0.2 -1.08
C -10.9621 -2.5952 -3.8079 3.2 2.9 -0.9 -0.46
H -3.1172 -2.7613 1.9380 0.1 0.0 0.1 0.28
F -7.4673 -3.6537 -0.9080 0.9 5.2 1.6 -0.22
S 1.0515 -1.8788 2.4016 0.1 -0.4 0.6 1.24
H -9.5671 1.1882 -1.2344 2.6 0.3 -0.7 0.32
H 13.9203 2.5498 3.0260 -0.1 0.2 0.0 0.31
C -7.2800 -1.1524 -1.7221 -2.2 2.3 0.2 1.14
O 5.1940 2.0229 3.8398 0.4 -1.1 -0.1 -0.66
H -7.4166 0.2913 0.2578 -0.5 -0.7 -2.3 0.36
H 10.9370 5.1940 -1.5899 0.1 -0.1 0.1 0.39
H -1.9315 -3.9139 2.6016 -0.1 0.2 0.0 0.29
H -4.5036 2.1467 -3.2854 -1.7 -1.0 -0.3 0.31
H -5.6605 1.5211 -4.5261 0.9 -0.8 1.7 0.31
H 5.3574 -0.1163 1.0389 0.0 0.1 0.1 0.31
H 2.3203 -2.9842 4.0649 0.0 0.1 -0.1 0.42
N -6.0140 0.9968 -1.1289 0.6 -1.1 -5.3 -0.15
C -4.8997 -3.1635 -3.1182 0.5 -0.6 -1.3 -0.05
N -6.1326 -0.8527 -2.5826 3.0 2.1 -0.9 0.56
H 2.2834 -1.2029 4.3053 0.0 -0.1 -0.2 0.32
C -9.6657 -0.6857 -5.4387 -0.1 -1.9 3.2 -0.47
C 13.5355 3.5345 3.3007 0.1 -0.1 -0.2 -0.99
C -2.0553 -2.9303 2.1376 0.1 -0.2 -0.3 -0.85
H -7.6437 0.2918 -4.5566 -1.8 -1.8 0.7 -0.14
O -0.1724 -2.1365 3.4462 1.2 0.2 -0.3 -0.26
S 5.6846 0.8302 3.1826 0.6 0.3 -0.4 1.24
H -7.0151 -4.2479 -3.3478 1.5 1.6 -0.9 0.20
C -6.2393 -3.6128 -3.9504 0.4 -0.4 -1.3 -0.75
O 12.8349 3.8976 0.8706 0.0 -0.2 1.5 -0.29
H 11.2606 3.0826 -0.2162 0.1 0.0 0.2 0.29
C 12.0362 3.8507 -0.3020 -0.7 0.2 -1.0 -0.29
H 10.6914 5.4899 0.1381 0.1 0.0 -0.1 0.29
C -7.3801 0.3113 -0.9112 -0.3 2.1 1.0 -0.30
O 5.6779 -0.4632 3.8321 -0.2 1.0 -0.2 -0.61
H 9.0573 -0.3465 3.7483 0.0 0.2 0.0 0.27
H -9.5645 -0.0600 -6.4507 -0.3 -1.6 2.6 0.29
H -1.5307 -2.9578 1.1775 -0.1 0.0 0.1 0.28
H -11.7758 -1.8726 -6.0176 2.1 0.4 1.8 0.32
Cl -3.7096 -1.3653 -1.1680 -1.2 0.0 -1.3 -0.06
H 7.9856 0.1260 5.0640 0.1 0.1 -0.1 0.38
H -9.8681 -3.0713 -1.7089 0.4 1.8 -2.4 0.24
C -8.4822 -0.4771 -4.2750 -3.2 -2.6 0.1 -0.02
H -1.5418 -0.8620 2.5384 0.2 -0.1 0.0 0.28
O 0.9879 -0.5121 1.9291 -0.2 -1.0 -0.1 -0.66
C -7.3341 -2.2062 -0.4938 -1.4 -2.3 2.6 0.39
H -8.2069 2.4333 -0.8449 -0.4 -2.2 -1.2 0.41
N -5.2660 1.4527 -3.5459 0.4 -0.7 0.9 -0.18
H 9.5918 0.8608 4.9446 -0.1 0.0 -0.1 0.36
C 2.3762 -2.0109 3.5762 -0.2 0.1 0.1 -0.97
H 12.2038 5.9842 -0.6176 -0.1 -0.2 -0.1 0.27
Cl -4.4552 -4.3559 -1.7171 -0.8 1.3 -1.6 -0.14
O 11.6448 5.2215 2.6300 0.0 -1.3 -0.3 -0.62
H -5.8707 -4.3218 -4.8385 -0.7 1.5 2.1 0.36
C 4.8711 0.6735 1.6123 0.1 0.1 -0.1 -0.81
C -10.9200 -1.7247 -5.2210 3.1 0.2 3.5 -0.44
H -6.7256 -2.6780 -4.5115 0.9 -2.0 1.5 0.17
H 3.8270 0.4125 1.7968 0.1 0.1 0.1 0.21
H 3.3195 -1.9188 3.0340 -0.2 0.0 0.0 0.33
O 7.1817 1.1190 2.6075 -1.7 -0.4 -0.3 -0.27
H 7.7740 2.4267 4.1118 -0.1 -0.1 -0.1 0.31
C -5.7258 0.6132 -2.5617 -2.2 -0.3 4.9 -0.47
H 12.6944 3.5541 -1.1254 0.1 -0.1 0.4 0.27
C 8.1710 1.6109 3.4988 1.1 0.3 0.8 -0.09
H -4.2290 -1.0406 -3.5223 -1.6 -1.3 2.0 0.46
S 12.0949 3.8808 2.3224 0.5 0.3 -0.3 1.19
H 13.2400 3.5406 4.3518 -0.1 0.0 -0.2 0.37
C -8.5117 -1.3431 -2.8434 -3.6 -0.9 -2.9 0.10
O 1.1318 -3.0029 1.4935 -0.2 1.2 0.4 -0.62
H 4.9305 1.6294 1.0871 0.0 -0.2 0.2 0.35
O 11.2080 2.7387 2.3861 0.3 1.0 -0.2 -0.59
H -5.9631 2.0044 -0.8631 -0.2 -1.1 -0.6 0.34
F -8.6375 -1.9455 0.2332 4.2 -0.7 -2.5 -0.26
```
Positions in Å, forces in eV/Å.

***

Here is C23H41ClLuN3O5 as an isolated structure in a non-equilibrium geometry from the OMol25 dataset. Energies are from ωB97M-V/def2-TZVPD.

Properties
M   650.0 Da
Highest occupied orbital energy   -6.03 eV
DFT total energy   -3137.20470 Eh
LUMO energy   0.2875 eV

```
74
Properties=species:S:1:pos:R:3:forces:R:3:mulliken_charge:R:1
H -1.5634 -2.0154 -2.9213 0.0 0.0 -0.4 0.41
H 3.1452 -0.7272 -1.3689 -0.4 0.2 -0.2 0.57
C -2.6243 1.0917 -2.3257 -0.1 0.4 -3.0 0.55
H 2.3089 -4.1341 -2.1287 0.2 0.0 -0.1 0.29
C 2.8593 -0.0400 -0.5615 -0.3 0.1 -0.1 -0.24
C -0.7009 -1.0378 4.7403 0.3 0.2 0.0 -0.90
H 3.2948 1.4244 1.4305 0.0 -0.1 0.1 0.30
O 0.4647 0.0985 -1.8139 1.4 -0.2 -5.2 0.05
H -3.1767 -1.6039 -2.3536 -0.1 0.0 0.1 0.35
O 2.0596 -0.3978 0.3208 2.9 -0.6 0.5 -0.64
H -4.1571 1.6434 -0.9380 0.0 0.1 -0.2 0.24
N 3.4641 1.1379 -0.6249 0.0 0.0 0.5 0.33
C -1.9166 1.1186 4.8033 -0.5 -0.2 -0.1 -1.03
O -0.2139 -0.3658 2.0553 -0.8 -0.6 3.0 -0.78
H -0.6985 5.0342 1.5711 0.2 -0.1 -0.4 0.41
H 1.1046 -5.3736 -2.5321 0.0 0.0 0.0 0.35
H -1.3078 1.4290 5.6531 0.1 0.0 -0.1 0.33
H -1.2080 2.6545 1.4183 -0.3 -0.2 0.5 0.04
H 3.2737 2.7522 -1.9283 -0.1 -0.1 0.0 0.30
C -0.0984 1.5815 -3.6232 0.1 0.3 -0.2 -1.21
O 0.3938 2.1866 0.2132 -0.3 -0.7 0.7 -0.40
H 1.3624 -2.2774 -1.5292 0.2 0.1 0.0 -0.12
H -2.8659 0.7363 5.1800 -0.1 0.0 0.1 0.37
H 0.9332 2.4296 -1.9700 -0.2 0.1 0.2 0.29
H 0.4582 5.0074 -5.3648 0.0 0.0 0.0 0.41
H -0.0456 -0.7095 5.5471 0.1 0.0 0.0 0.33
C 0.6294 -2.7631 -0.8871 -0.5 -0.2 0.6 0.67
C 1.5884 -4.8312 -1.7184 -0.2 0.0 0.0 -0.96
Lu 0.0000 0.0000 0.0000 0.3 3.9 2.8 1.54
H -0.1380 -1.6499 4.0462 0.1 -0.1 0.0 0.22
H -0.6862 3.1698 -6.5663 0.0 0.0 0.0 0.39
H -0.8786 -5.5660 -1.0408 0.1 0.0 -0.1 0.36
C 3.7399 1.7672 -1.8983 0.7 -0.3 -0.2 -1.07
H 3.3404 1.1641 -2.7090 -0.1 0.0 0.0 0.36
H 0.2480 3.4536 3.3315 0.3 -0.2 -0.2 0.41
H -1.7786 0.9207 2.2260 0.1 0.2 0.0 0.53
H -1.2586 -4.1762 -0.0317 0.0 0.1 0.1 0.28
H 0.8710 1.8373 2.8493 -0.1 0.4 -0.1 0.18
H -1.0446 0.9980 -5.4505 -0.1 0.0 0.0 0.43
C -0.4633 -4.8489 -0.3343 -0.1 -0.1 0.3 -0.98
H 4.8139 1.8789 -2.0394 0.1 0.1 0.0 0.38
N 0.6057 -4.0946 -0.9530 -0.2 0.3 -0.2 0.36
Cl -2.2976 0.1988 -0.2255 -2.1 0.1 7.8 -0.62
H 1.7163 3.3011 2.3065 -0.6 -0.1 0.0 0.27
C -1.7925 0.0615 -2.4944 -0.3 0.5 -3.7 -0.41
C -4.0381 1.0573 -1.8527 -0.8 -0.2 -0.2 -1.43
H 2.1010 -5.5497 -1.0794 0.1 0.0 0.0 0.33
H -0.0954 -5.3846 0.5414 0.0 -0.1 0.0 0.33
H -0.8737 4.4675 -0.1335 0.4 -0.1 0.5 0.30
O -0.1367 -2.0970 -0.1702 0.6 -3.0 -0.4 -1.10
H -1.8097 -1.6581 -1.2322 -0.4 -0.4 -0.8 0.28
H -2.2559 2.0810 -2.5751 0.1 0.0 0.0 0.29
H -2.1129 1.9866 4.1820 0.0 0.1 -0.1 0.30
C -2.1213 -1.3730 -2.2355 0.2 -0.9 -0.6 -1.17
C -0.3494 0.2570 -2.9406 -0.3 0.4 0.0 0.72
C 0.7126 2.8741 2.5058 -0.3 0.1 0.6 -1.21
H -1.5120 -1.6268 5.1694 -0.1 0.0 0.0 0.31
C -1.0809 0.2378 2.7080 0.4 -0.1 0.6 -0.19
H 0.7682 4.7859 0.5421 -0.5 -0.2 0.1 0.29
H -4.7448 1.4442 -2.5816 0.0 0.2 -0.4 0.41
C -0.1685 2.9438 1.2489 1.4 0.5 -1.3 0.96
C 0.7611 3.8406 -3.5851 0.0 0.0 -0.2 -1.16
H 4.6985 2.2200 0.6621 0.1 -0.1 0.0 0.43
H 1.2685 4.6372 -3.0541 0.0 0.0 0.0 0.42
N -1.2309 0.1072 4.0288 0.0 -0.1 -0.1 0.32
C 0.3074 4.0509 -4.8804 0.0 0.0 0.1 -0.53
C -0.3367 3.0199 -5.5527 0.0 -0.1 0.0 -0.75
C -0.2463 4.3974 0.7803 -0.3 0.6 0.0 -1.70
H -0.1327 -0.5276 -3.6741 0.1 -0.2 -0.1 0.42
H -4.3445 0.0386 -1.6007 -0.1 0.2 -0.1 0.32
C -0.5378 1.7987 -4.9257 0.0 0.0 0.0 -0.19
C 0.5648 2.6135 -2.9681 0.1 -0.2 0.0 0.80
H 3.0552 2.8680 0.4538 -0.1 0.1 0.1 0.12
C 3.6450 1.9610 0.5580 -0.5 0.2 -0.2 -0.85
```
Positions in Å, forces in eV/Å.

***

> The lowest LUMO energy belongs to which entry?

C23H41Cl2F3N3O9S3

***

> The highest M belongs to which entry?

C23H41Cl2F3N3O9S3

***

> Among the records above, which one has the lowest LUMO energy?

C23H41Cl2F3N3O9S3

***

> Look up the highest occupied orbital energy of the first one.

-9.53 eV